[1]
A molecular structure, C9H9ClNP, computed with ωB97M-V/def2-TZVPD.

The HOMO-LUMO gap comes out at 8.5 eV. The calculation puts the relative energy (zero: lowest compared OMol25 entry of this formula, charge and spin) at 20.7 kJ/mol.

Structure (XYZ):
```
21
C9H9ClNP, DFT ωB97M-V/def2-TZVPD
C 2.956 0.299 0.960
C 2.135 1.405 1.189
C 2.432 -0.906 0.544
C 0.767 1.332 1.018
C 0.186 -2.055 -0.061
C -1.072 -1.555 -0.062
C 1.055 -1.003 0.364
C 0.237 0.120 0.609
C -2.405 0.986 -2.119
N -1.078 -0.237 0.356
P -2.370 0.886 0.292
Cl -3.917 -0.344 0.556
H 4.022 0.398 1.102
H 2.585 2.336 1.499
H 3.070 -1.756 0.357
H 0.133 2.191 1.173
H 0.480 -3.044 -0.344
H -1.996 -2.033 -0.322
H -1.481 1.483 -2.360
H -3.290 1.552 -2.353
H -2.447 -0.053 -2.397
```



[2]
2 unconnected molecules or ions with the total composition C4H9N2O, computed with ωB97M-V/def2-TZVPD.

The HOMO-LUMO gap comes out at 11.6 eV. As for the charge: +1. The calculation puts the relative energy (zero: lowest compared OMol25 entry of this formula, charge and spin) at 160.6 kJ/mol.

Structure (XYZ):
```
16
C4H9N2O, DFT ωB97M-V/def2-TZVPD
C -0.928 -1.389 -0.038
C -2.197 -0.940 -0.075
C -0.929 0.773 -0.003
C -0.543 2.217 0.027
N -0.153 -0.264 0.083
N 2.439 -0.846 0.196
O -2.125 0.436 -0.109
H -0.415 -2.291 -0.333
H -3.099 -1.482 -0.327
H 3.477 -0.771 0.057
H 0.260 2.406 0.832
H -1.373 2.849 0.152
H 0.038 2.524 -0.949
H 0.880 -0.391 -0.014
H 2.503 -1.340 1.014
H 2.165 -1.492 -0.511
```



[3]
A molecular structure, C56H33BaCl5N11PS5Se, computed with ωB97M-V/def2-TZVPD.

The HOMO-LUMO gap comes out at 4.5 eV. As for the charge: -2.

Structure (XYZ):
```
113
C56H33BaCl5N11PS5Se, DFT ωB97M-V/def2-TZVPD
Ba 0.985 0.279 -1.467
C -1.973 4.579 4.337
C -1.463 5.541 3.461
C -0.628 5.141 2.444
C -0.285 3.775 2.327
N -0.789 2.857 3.158
C -1.605 3.264 4.127
N 0.492 3.403 1.260
C 1.462 2.556 1.371
N 2.037 1.990 0.283
C 2.968 1.086 0.704
N 3.601 0.369 -0.173
C 4.322 -0.753 0.226
C 5.560 -0.966 -0.400
C 6.275 -2.103 -0.096
C 5.738 -3.007 0.816
C 4.502 -2.718 1.361
N 3.795 -1.625 1.084
C 3.108 1.170 2.198
C 4.044 0.652 3.087
C 4.034 1.113 4.394
C 3.126 2.087 4.801
C 2.195 2.603 3.914
C 2.187 2.120 2.611
H -2.648 4.837 5.142
H -1.726 6.587 3.570
H -0.221 5.835 1.722
H -1.994 2.482 4.775
H 5.903 -0.251 -1.134
H 7.227 -2.296 -0.574
H 6.245 -3.926 1.078
H 4.047 -3.415 2.059
H 4.770 -0.083 2.778
H 4.750 0.718 5.105
H 3.150 2.450 5.822
H 1.507 3.370 4.241
N -3.837 -0.479 -1.220
P -2.760 0.797 -1.570
C -3.697 2.294 -1.064
C -3.132 3.093 -0.076
C -3.795 4.227 0.379
C -5.029 4.563 -0.150
C -5.606 3.768 -1.136
C -4.941 2.642 -1.591
C -3.071 0.900 -3.376
C -2.931 2.133 -4.022
C -3.053 2.231 -5.398
C -3.312 1.096 -6.157
C -3.458 -0.128 -5.528
C -3.341 -0.226 -4.147
C -3.583 -1.456 -0.275
C -4.242 -2.693 -0.339
C -3.968 -3.626 0.636
C -3.068 -3.310 1.649
C -2.484 -2.057 1.626
N -2.734 -1.141 0.694
H -4.546 -0.696 -1.904
H -2.160 2.833 0.330
H -3.334 4.843 1.143
H -5.545 5.451 0.198
H -6.569 4.035 -1.555
H -5.376 2.033 -2.375
H -2.727 3.027 -3.445
H -2.929 3.194 -5.878
H -3.378 1.168 -7.236
H -3.627 -1.027 -6.108
H -3.395 -1.204 -3.689
H -4.923 -2.907 -1.153
H -4.445 -4.599 0.604
H -2.813 -4.018 2.427
H -1.771 -1.757 2.382
Cl -0.243 3.605 -1.935
C 0.089 3.195 -3.628
C 0.586 1.936 -3.873
C 0.821 1.659 -5.210
Cl 1.493 0.101 -5.622
C 0.538 2.552 -6.240
Cl 0.809 2.141 -7.901
C 0.014 3.806 -5.927
Cl -0.382 4.929 -7.185
C -0.214 4.145 -4.597
Cl -0.897 5.683 -4.195
Se 3.356 -6.181 5.008
N 2.722 -6.125 3.329
C 2.202 -4.944 3.150
C 1.606 -4.505 1.903
C 1.559 -5.329 0.769
C 1.028 -4.820 -0.391
C 0.563 -3.502 -0.378
N 0.582 -2.716 0.681
C 1.105 -3.200 1.810
C 1.130 -2.293 2.978
N 0.558 -1.091 2.839
C 0.523 -0.279 3.882
C 1.070 -0.604 5.124
C 1.667 -1.833 5.280
C 1.694 -2.707 4.192
C 2.262 -4.040 4.290
N 2.826 -4.502 5.369
H 1.955 -6.335 0.825
H 0.995 -5.385 -1.314
H 0.156 -3.071 -1.283
H 0.035 0.678 3.715
H 1.020 0.109 5.936
H 2.103 -2.142 6.221
S 1.368 -6.940 -5.275
C 1.284 -5.422 -4.564
S 2.620 -4.611 -3.871
C 1.816 -3.151 -3.321
C 0.482 -3.097 -3.595
S -0.720 -1.903 -3.183
S -0.153 -4.503 -4.430
S 2.849 -2.032 -2.475
```



[4]
A single C5H9NO2 molecule, computed with ωB97M-V/def2-TZVPD.

The HOMO-LUMO gap comes out at 10.8 eV. As for the SMILES: CO[C@@]1(O)CCC=N1. The calculation puts the relative energy (zero: lowest compared OMol25 entry of this formula, charge and spin) at 287.3 kJ/mol.

Structure (XYZ):
```
17
C5H9NO2, DFT ωB97M-V/def2-TZVPD
C 1.336 1.179 0.047
C 2.045 0.021 -0.624
C 0.921 -1.001 -0.761
C -0.346 -0.326 -0.038
C -2.411 0.426 0.215
N 0.132 1.050 0.295
O -0.165 -0.971 1.572
O -1.592 -0.407 -0.535
H 1.887 2.008 0.431
H 2.483 0.231 -1.551
H 2.952 -0.368 -0.041
H 0.678 -0.992 -1.860
H 0.989 -1.980 -0.494
H -3.437 0.209 -0.081
H -2.169 1.415 -0.021
H -2.332 0.275 1.317
H -0.969 -0.769 2.128
```